Entry from the OMol25 dataset: a cluster of 9 separate species, C12H30O15 in total (ωB97M-V with the def2-TZVPD basis set).

Energy above the lowest of the compared OMol25 structures with the same formula, charge and spin (kcal/mol): 0.00
HOMO (Eh): -0.34191
SMILES: C[C@H]1COC(=O)O1.C[C@H]1COC(=O)O1.C[C@H]1COC(=O)O1.O.O.O.O.O.O
Kohn-Sham gap (eV): 9.55

Each line ends with the Löwdin charge.
Cartesian coordinates (Å):
O  1.06854  1.20899  -0.87664  -0.04
O  -1.63406  1.78713  1.93698  0.06
O  3.73611  -1.03743  2.50390  0.15
O  2.06026  2.68460  1.87814  -0.04
O  -0.08742  -2.00154  -2.11636  0.13
O  -2.15423  2.12643  -1.98396  -0.05
O  0.05821  0.22589  1.88455  0.10
O  -2.14384  -0.32978  1.51770  0.08
O  -2.23991  -1.32410  -2.32806  0.05
O  1.35035  3.08291  -2.86766  -0.07
O  3.23514  0.09494  0.76196  0.17
O  3.36955  3.15527  -0.66748  -0.05
O  -0.59030  3.65833  -0.39759  -0.04
O  -1.81958  -3.49022  -2.29325  0.07
O  5.31892  -0.62439  1.05741  0.11
C  -4.53857  -0.33840  1.57378  -0.02
C  -1.30161  -2.24658  -2.14988  -0.52
C  4.56719  -3.19847  3.32815  -0.02
C  4.84607  -1.71007  3.05585  -0.29
C  -3.35591  -1.65853  -4.42869  -0.01
C  -3.17216  -3.43209  -2.44289  -0.12
C  5.88035  -1.51694  1.94476  -0.12
C  -3.41651  -1.90400  -2.87600  -0.24
C  4.06033  -0.42914  1.43448  -0.62
C  -3.30706  0.33175  1.03394  -0.30
C  -1.14188  0.55018  1.73073  -0.48
C  -2.99791  1.82073  1.54873  -0.06
H  -4.45410  -0.26956  2.65831  0.09
H  0.08831  2.98498  -0.44569  0.00
H  -4.21380  -1.32915  -2.40483  0.14
H  6.80662  -1.09991  2.34001  0.14
H  -3.20166  2.59392  0.80795  0.12
H  -3.09249  2.25240  -2.12554  0.03
H  3.97423  3.76334  -0.24222  0.03
H  -0.52212  4.00463  0.49216  0.04
H  1.49221  3.43611  2.04786  0.04
H  5.23507  -1.29839  3.98713  0.15
H  -3.26225  0.23983  -0.05126  0.13
H  2.97160  2.66847  0.05424  -0.03
H  -2.40355  -2.00843  -4.82704  0.09
H  0.29877  0.68858  -1.10656  0.05
H  -3.76887  -3.61101  -1.54844  0.12
H  3.68282  -3.26803  3.96151  0.09
H  -3.38318  -0.58590  -4.62048  0.08
H  5.38215  -3.62476  3.91312  0.09
H  -4.53938  -1.38776  1.27893  0.09
H  -4.16213  -2.09715  -5.01668  0.08
H  4.48506  -3.81209  2.43103  0.09
H  0.68794  2.62802  -3.38779  0.02
H  1.52076  2.49673  -2.13038  -0.04
H  -1.87462  2.91265  -1.51501  -0.01
H  -3.49511  -4.16451  -3.18274  0.13
H  -3.62447  2.08234  2.40142  0.13
H  1.55381  1.92888  2.17583  0.01
H  1.58669  0.63480  -0.31267  0.02
H  6.00217  -2.44232  1.38180  0.14
H  -5.42054  0.19781  1.22346  0.09